(1)
DFT (wB97M-V/def2-TZVPD) results for a cluster of 2 separate species, C10H15ClN4 in total at a distorted geometry.

Geometry as XYZ:
```
30
Properties=species:S:1:pos:R:3:nbo_charge:R:1
Cl -1.8047 -1.4972 4.4682 0.134
N 0.9467 0.5266 -0.8699 -0.648
N -0.8298 -1.9321 -2.3465 -0.192
N -1.5823 -0.1791 2.2997 -0.426
N 0.8766 1.4707 0.2480 -0.068
C 0.3291 2.8322 -0.0766 -0.201
C 0.4923 -0.2999 3.5717 -0.244
C -1.0912 -3.3676 -1.8332 -0.182
C -0.7604 -0.9729 -3.4783 -0.435
C -0.8697 -0.6409 3.3329 0.204
C 0.4074 0.7460 1.3716 -0.014
C 1.0859 0.4175 2.5444 -0.159
C 1.7248 2.6812 0.3762 -0.222
C -0.9845 0.4921 1.3833 0.072
C -1.1600 -2.0719 -1.1086 0.261
H 0.0658 3.1892 -1.0978 0.267
H 1.5786 -0.2256 -0.8240 0.393
H -1.6014 0.9974 0.4968 0.199
H -0.4021 3.1501 0.5417 0.248
H -0.2186 -3.9844 -1.9968 0.244
H -1.9912 -3.8897 -2.0844 0.242
H 2.1538 3.0864 1.3385 0.286
H 1.1546 -0.4574 4.4607 0.284
H -1.4076 -1.5663 -0.2579 0.254
H 2.5343 2.6907 -0.3367 0.254
H 1.1184 0.9067 -1.7573 0.383
H -1.1908 -1.6413 -4.2830 0.289
H 2.1606 0.6384 2.8244 0.263
H -1.0838 -0.0014 -3.1396 0.256
H 0.3491 -1.0975 -3.7677 0.257
```

* Kohn-Sham gap: 8.2 eV
* calculated total energy: -1068.4203 Ha
* LUMO: -7.544 eV
* ΔE to the lowest compared entry with this formula, charge and spin: 0.00 kcal per mole
* HOMO level: -15.71 eV
* charge: +2

(2)
DFT (wB97M-V/def2-TZVPD) results for a structure of composition C10H15CrO7P at a distorted geometry.

Geometry as XYZ:
```
34
Properties=species:S:1:pos:R:3:lowdin_spin:R:1
Cr -0.1112 0.3104 -0.2107 1.872
P 1.4395 1.9430 -0.2331 0.037
O -2.0707 1.0560 1.9319 0.131
O -1.4075 1.2647 -2.7792 0.035
O 1.5104 -1.3255 1.8148 0.027
O 2.7882 1.0376 -0.6516 0.185
O -0.9650 -2.4555 -1.0415 0.034
O 1.3657 2.0739 1.4256 0.355
O 2.1716 3.4332 -0.4639 0.043
C -0.5880 -1.3803 -0.7988 -0.001
C 3.8743 0.6322 -2.8380 0.008
C 0.7937 3.2687 1.9990 0.054
C -0.8485 0.9815 -1.7875 0.001
C 4.1029 2.7002 0.9668 0.054
C 3.6522 3.5289 -0.1775 0.009
C -1.3387 0.7797 1.0745 0.043
C 2.9326 0.1224 -1.7678 0.005
C 1.0103 -0.6724 0.9917 0.001
C 0.5231 3.0216 3.4562 0.006
H 0.1321 3.9449 3.8881 0.000
H 3.6364 2.9387 1.9269 -0.001
H 4.3608 -0.2291 -3.2994 0.001
H 5.1844 2.7687 1.0520 0.010
H 3.3012 -0.8119 -1.3605 0.000
H 3.9154 1.6431 0.7772 0.024
H 3.8918 4.5709 0.0302 0.009
H 1.4401 2.7533 3.9827 0.001
H 1.9315 -0.0503 -2.1944 0.002
H 4.6681 1.2857 -2.4725 -0.001
H -0.1374 3.5620 1.4899 0.019
H 3.3326 1.1453 -3.6399 0.000
H 4.1377 3.2516 -1.1026 0.001
H 1.5234 4.0778 1.8861 0.032
H -0.2213 2.2387 3.6133 0.003
```

* spin multiplicity: 4
* Kohn-Sham gap (spin up / spin down): 6.4 / 5.2 eV
* calculated total energy: -2301.1760 Ha
* expectation value of S²: 3.806
* LUMO (spin up / spin down): -15.458 / -16.481 eV
* ΔE to the lowest compared entry with this formula, charge and spin: 0.00 kcal per mole
* HOMO level (spin up / spin down): -21.89 / -21.67 eV
* charge: +3

(3)
DFT (wB97M-V/def2-TZVPD) results for the molecule C10H15F8O3PS at a distorted geometry.

Geometry as XYZ:
```
38
Properties=species:S:1:pos:R:3:nbo_charge:R:1
S -1.6208 1.1937 -1.6549 1.836
P -0.2464 0.2848 -0.2609 0.591
F -4.3063 2.6145 0.9652 -0.302
F -2.4303 1.8110 1.7026 -0.297
F 3.9253 -0.1068 -2.0576 -0.334
F 3.9434 -0.5092 0.0852 -0.322
F -3.7097 0.5957 0.4188 -0.303
F 4.7171 1.3830 -0.6903 -0.317
F -1.6274 3.3265 -0.1695 -0.295
F -3.4505 3.0386 -1.3941 -0.289
O -0.8468 2.0107 -2.5506 -0.918
O 2.3021 2.3269 -1.3167 -0.675
O -2.5676 0.2772 -2.2286 -0.916
C 3.7473 0.4533 -0.8350 0.951
C 2.3596 1.0801 -0.7099 0.017
C -1.0057 -1.3726 -0.0246 -0.524
C -0.2215 -1.1631 2.4754 -0.414
C -2.5443 2.4343 -0.6009 0.383
C -0.5801 -2.0643 1.2884 -0.398
C -3.2572 1.8303 0.6550 0.915
C 1.2893 0.1108 -1.2649 -0.759
C 1.2785 -1.0546 2.6871 -0.596
C -0.8125 -2.3205 -1.2374 -0.612
H 1.0860 0.4441 -2.2766 0.276
H -1.4301 -2.6662 1.5940 0.219
H 1.7466 -0.5205 1.8639 0.186
H -0.4803 -1.7998 -2.1249 0.213
H 1.5207 -0.5280 3.6021 0.216
H 2.1732 1.2012 0.3510 0.206
H 0.2166 -2.7717 1.0929 0.201
H -0.1559 -3.1411 -0.9783 0.208
H -0.6624 -0.1767 2.3994 0.215
H -0.6484 -1.6145 3.3661 0.208
H -1.7693 -2.7634 -1.4891 0.228
H 1.7423 -2.0339 2.7153 0.205
H 2.7628 2.3058 -2.1571 0.480
H 1.6367 -0.9159 -1.2755 0.258
H -2.0740 -1.1995 0.0350 0.258
```

* Kohn-Sham gap: 10.1 eV
* calculated total energy: -2154.2119 Ha
* LUMO: 0.497 eV
* HOMO level: -9.58 eV
* charge: 0